48
Properties=species:S:1:pos:R:3 method="wB97M-V/def2-TZVPD" total_energy_ev=-30102.0636 smiles="C=CC(=O)OCCCCCCNc1ncn(CCOC(C)=O)[nH+]1" spin_multiplicity=1 mol_weight_g_mol=325.39 homo_lumo_gap_ev=8.16 charge=+1
C 2.92 -4.21 0.96
C 3.70 -3.47 0.12
C 3.10 -2.26 -0.50
O 2.18 -2.26 -1.29
O 3.67 -1.12 -0.06
C 2.72 -0.12 0.32
C 2.39 0.85 -0.83
C 2.68 2.31 -0.49
C 1.85 2.85 0.69
C 0.62 3.67 0.26
C -0.70 2.90 0.23
N -0.91 2.14 1.47
C -1.69 1.08 1.54
N -1.87 0.35 2.66
C -2.68 -0.62 2.30
N -3.04 -0.54 1.03
C -3.93 -1.47 0.31
C -4.20 -1.04 -1.12
O -3.03 -0.70 -1.86
C -2.05 -1.66 -1.85
C -0.67 -1.10 -1.99
O -2.31 -2.83 -1.76
N -2.40 0.56 0.53
H 3.19 -4.39 2.00
H 2.00 -4.67 0.62
H 4.71 -3.76 -0.14
H 1.81 -0.58 0.69
H 3.17 0.44 1.14
H 2.98 0.57 -1.70
H 1.33 0.77 -1.08
H 3.75 2.40 -0.25
H 2.54 2.94 -1.37
H 1.60 2.04 1.38
H 2.49 3.53 1.25
H 0.50 4.52 0.93
H 0.81 4.10 -0.73
H -1.55 3.54 0.01
H -0.64 2.16 -0.58
H -0.44 2.44 2.30
H -3.02 -1.40 2.96
H -4.89 -1.45 0.83
H -3.55 -2.48 0.38
H -4.69 -1.88 -1.61
H -4.92 -0.22 -1.14
H -0.46 -0.38 -1.20
H 0.07 -1.89 -2.01
H -0.62 -0.53 -2.92
H -2.51 0.86 -0.43